(1)
ORCA calculation (ωB97M-V with the def2-TZVPD basis set) on 7 unconnected molecules or ions with the total composition CH16O6S at a distorted geometry.

The spin multiplicity is 2. The calculation puts the energy above the lowest of the compared OMol25 structures with the same formula, charge and spin at 0.1477 eV. For the total energy, the calculation gives -24415.0618 eV. Its charge is -1. The HOMO-LUMO gap (alpha / beta) is 2.243 / 9.215 eV.

CARTESIAN COORDINATES (ANGSTROEM)
C1 -2.65164 0.68611 -1.74889
S1 -2.37503 2.42253 -1.18814
H1 -1.73889 0.41228 -2.18656
H2 -2.56081 0.12092 -0.79772
H3 -3.60517 0.43232 -2.15672
H4 -2.43377 3.01668 -2.38398
H5 1.25988 -0.02736 -0.18451
H6 0.31339 0.52741 -1.19479
O1 0.29304 0.17988 -0.24741
H7 2.47526 1.08964 1.27542
H8 1.58639 2.20021 1.63044
O2 2.26738 2.02282 1.05352
H9 -1.16410 -4.45507 -0.13819
H10 -0.77370 -3.20042 -0.99895
O3 -0.35849 -3.89150 -0.52859
H11 3.95836 -2.01166 3.33040
H12 4.70627 -1.43896 2.09870
O4 3.84278 -1.43865 2.59180
H13 2.85150 -1.54764 -0.99019
H14 1.76919 -2.57993 -0.92582
O5 1.96805 -1.70216 -0.61030
H15 -0.99978 0.49727 0.96280
H16 -1.43314 0.37758 2.33344
O6 -1.80034 0.29330 1.46970

(2)
ORCA calculation (ωB97M-V with the def2-TZVPD basis set) on a single C5H12N2O molecule at a distorted geometry.

The spin multiplicity is 1. The calculation puts the energy above the lowest of the compared OMol25 structures with the same formula, charge and spin at 5.0020 eV. For the total energy, the calculation gives -10403.4220 eV. The HOMO-LUMO gap is 9.972 eV. The SMILES is CCCCN(C)N=O.

CARTESIAN COORDINATES (ANGSTROEM)
C1 -2.79051 -0.45913 -0.63352
C2 -1.44830 0.13366 -0.11866
C3 -0.52102 -0.77755 0.57551
C4 0.88917 -0.25946 0.93811
N1 1.79781 0.11850 -0.09539
C5 2.02457 1.51641 -0.27609
N2 2.67458 -0.75561 -0.66967
O1 2.59049 -1.86065 -0.33070
H1 -2.57033 -1.28748 -1.24835
H2 -3.52484 -0.63423 0.31929
H3 -3.33367 0.04219 -1.40982
H4 -0.64616 0.41953 -0.88496
H5 -1.64013 1.06249 0.29108
H6 -1.00702 -1.16243 1.45634
H7 -0.54273 -1.75921 0.01383
H8 1.33850 -0.85633 1.64962
H9 0.66420 0.76132 1.31609
H10 2.31611 2.03402 0.66352
H11 2.59344 1.66642 -1.13496
H12 1.13585 2.05756 -0.42128

(3)
ORCA calculation (ωB97M-V with the def2-TZVPD basis set) on 2 unconnected molecules or ions with the total composition C3H4N2OS at a distorted geometry.

The spin multiplicity is 1. The calculation puts the energy above the lowest of the compared OMol25 structures with the same formula, charge and spin at 2.7397 eV. For the total energy, the calculation gives -19036.3087 eV. The HOMO-LUMO gap is 8.057 eV. The SMILES is [H]/N=C/N=C=O.C=S.

CARTESIAN COORDINATES (ANGSTROEM)
H1 -1.23969 2.18645 -0.58091
N1 -0.75516 1.26825 -0.29392
C1 -0.12389 1.50442 0.84229
N2 0.67859 0.49389 1.29566
C2 0.96648 -0.67441 1.25844
O1 1.42641 -1.73370 1.36865
H2 -0.25580 2.34564 1.50854
C3 -0.23427 -1.36389 -1.17473
S1 0.96980 -1.71393 -2.24436
H3 -1.08132 -2.00332 -1.02189
H4 -0.35116 -0.30940 -0.95778